Record 1
Molecular formula: C3H6O2
Method: DFT, ωB97M-V/def2-TZVPD

Geometry (Å):
1 O 0.304 -1.232 1.233
2 C 0.755 -0.540 0.130
3 C 0.738 0.941 0.012
4 C -0.362 0.176 -0.646
5 O -1.576 0.231 0.071
6 H -0.631 -0.956 1.287
7 H 1.512 -1.077 -0.451
8 H 0.394 1.421 0.924
9 H 1.484 1.481 -0.556
10 H -0.294 -0.442 -1.514
11 H -2.323 -0.003 -0.489

* gap between HOMO and LUMO: 0.348 Ha
* 2S+1: 1
* M: 74.079 g mol⁻¹
* HOMO: -0.321 hartree
* E_tot: -268.3074 hartree
* LUMO level: 0.7 eV
* max |F|: 1.97 eV/Å
* net charge: 0
* SMILES: O[C@@H]1C[C@@H]1O

***

Record 2
Molecular formula: C3H12O2S2
Method: DFT, ωB97M-V/def2-TZVPD

Geometry (Å):
1 C 0.956 2.691 -0.317
2 C -0.190 1.962 0.349
3 C 0.159 0.433 0.395
4 S -1.161 -0.724 0.999
5 S -0.232 -2.474 1.514
6 H 1.966 2.733 0.129
7 H 0.606 3.796 -0.614
8 H 0.946 2.222 -1.335
9 H -0.412 2.354 1.388
10 H -1.096 2.043 -0.172
11 H 0.494 0.021 -0.550
12 H 0.761 0.276 1.304
13 H -1.042 -3.138 0.634
14 O 5.938 -0.312 -3.983
15 H 5.778 -0.911 -3.229
16 H 6.744 0.059 -3.961
17 O -4.660 1.290 -0.442
18 H -4.115 1.626 -1.116
19 H -4.121 1.754 0.156

* gap between HOMO and LUMO: 0.331 Ha
* 2S+1: 1
* M: 144.261 g mol⁻¹
* HOMO: -0.314 hartree
* E_tot: -1068.2869 hartree
* LUMO level: 0.5 eV
* max |F|: 5.55 eV/Å
* net charge: 0
* SMILES: CCCSS.O.O

***

Record 3
Molecular formula: C29H46O16Si
Method: DFT, ωB97M-V/def2-TZVPD

Geometry (Å):
1 C 7.094 -1.027 -0.492
2 C 6.562 -0.011 -0.891
3 Si 5.503 1.321 -1.666
4 C 5.834 2.993 -0.899
5 C 4.875 3.874 -0.532
6 C 3.670 0.858 -1.691
7 C 3.078 0.549 -0.310
8 C 1.568 0.841 -0.196
9 C 1.307 2.317 -0.505
10 O 0.081 2.800 0.044
11 C -0.101 4.138 -0.421
12 H 7.682 -1.801 -0.073
13 H 5.906 1.443 -3.081
14 H 6.862 3.336 -0.755
15 H 4.867 4.862 -0.994
16 H 4.140 3.684 0.245
17 H 3.169 1.669 -2.222
18 H 3.596 -0.021 -2.339
19 H 3.596 1.083 0.491
20 H 3.199 -0.507 -0.060
21 H 1.225 0.648 0.822
22 H 1.038 0.167 -0.875
23 H 2.159 2.890 -0.130
24 H 1.262 2.424 -1.597
25 H 0.799 4.487 -0.929
26 H -0.282 4.823 0.407
27 H -0.901 4.197 -1.165
28 C 4.623 -3.920 4.325
29 C 4.642 -2.823 3.286
30 C 5.738 -1.804 3.484
31 O 5.164 -0.624 2.914
32 C 3.818 -0.741 3.012
33 O 3.054 0.145 2.811
34 O 3.465 -2.003 3.369
35 H 5.616 -4.350 4.460
36 H 4.261 -3.543 5.282
37 H 3.945 -4.719 4.023
38 H 4.683 -3.254 2.282
39 H 6.657 -2.070 2.966
40 H 5.962 -1.612 4.536
41 C -1.549 1.330 1.679
42 C -2.536 0.302 2.182
43 C -1.929 -0.751 3.075
44 O -2.779 -1.884 2.833
45 C -3.296 -1.740 1.589
46 O -3.883 -2.593 1.002
47 O -3.056 -0.499 1.105
48 H -0.948 1.730 2.495
49 H -0.893 0.907 0.928
50 H -2.074 2.159 1.207
51 H -3.381 0.794 2.673
52 H -1.951 -0.473 4.126
53 H -0.906 -1.015 2.796
54 C 0.346 -0.009 -5.509
55 C 0.769 1.189 -4.693
56 C 0.209 2.498 -5.184
57 O 1.215 3.438 -4.777
58 C 2.390 2.762 -4.713
59 O 3.458 3.265 -4.590
60 O 2.182 1.422 -4.796
61 H -0.733 -0.011 -5.667
62 H 0.852 -0.019 -6.475
63 H 0.617 -0.933 -4.998
64 H 0.529 1.030 -3.636
65 H -0.745 2.736 -4.726
66 H 0.105 2.548 -6.270
67 C -2.787 0.025 -2.047
68 C -3.227 1.396 -2.502
69 C -4.710 1.521 -2.744
70 O -4.773 2.534 -3.757
71 C -3.605 2.492 -4.443
72 O -3.400 3.060 -5.465
73 O -2.695 1.711 -3.803
74 H -3.404 -0.333 -1.224
75 H -2.836 -0.690 -2.871
76 H -1.751 0.050 -1.707
77 H -2.874 2.158 -1.800
78 H -5.254 1.834 -1.855
79 H -5.161 0.606 -3.136
80 C -5.576 -5.627 3.636
81 C -6.765 -4.696 3.588
82 C -6.452 -3.329 3.035
83 O -7.414 -2.501 3.703
84 C -7.723 -3.109 4.879
85 O -8.334 -2.599 5.758
86 O -7.234 -4.376 4.908
87 H -5.047 -5.635 2.682
88 H -4.885 -5.333 4.427
89 H -5.898 -6.645 3.857
90 H -7.589 -5.164 3.042
91 H -6.582 -3.274 1.957
92 H -5.450 -2.980 3.291

* gap between HOMO and LUMO: 0.315 Ha
* 2S+1: 1
* M: 678.757 g mol⁻¹
* HOMO: -0.304 hartree
* E_tot: -2625.8872 hartree
* LUMO level: 0.3 eV
* max |F|: 2.00 eV/Å
* net charge: 0
* SMILES: C#C[Si@H](C=C)CCCCOC.C[C@@H]1COC(=O)O1.C[C@@H]1COC(=O)O1.C[C@@H]1COC(=O)O1.C[C@@H]1COC(=O)O1.C[C@@H]1COC(=O)O1